1.
A single C4H3NO2 molecule. Source: the Open Molecules 2025 dataset; level of theory: ωB97M-V/def2-TZVPD.

```
10
Properties=species:S:1:pos:R:3:forces:R:3
O 3.06805 0.83029 0.39994 0.5 0.3 -0.1
O 0.28234 -1.30164 -0.32964 -0.2 0.6 -1.1
N 1.53686 -0.81208 -0.32025 1.3 -0.7 -0.8
C -1.86616 -0.01696 -0.32367 0.1 -0.6 0.9
C 2.26988 0.04990 0.04757 -1.1 -0.1 0.5
C -1.01969 0.97146 -0.20233 0.0 -3.5 -0.2
C -0.58996 -0.36672 0.30847 -0.2 0.0 1.8
H -0.52104 1.82316 -0.47045 0.4 2.3 -0.5
H -0.36878 -0.60357 1.36960 -0.9 0.8 -0.2
H -2.79152 -0.57383 -0.47925 0.2 0.9 -0.4
```
Forces are in eV/Å.

For the total energy, the calculation gives -9775.9432 eV. The frontier orbital gap is 10.41 eV. Its charge is 0. For the energy above the lowest of the compared OMol25 structures with the same formula, charge and spin, the calculation gives 132.4 kcal/mol. Its HOMO energy is -9.6 eV. Its SMILES is O=C=NOC1C=C1.

2.
A single C4H3NO2 molecule. Source: the Open Molecules 2025 dataset; level of theory: ωB97M-V/def2-TZVPD.

```
10
Properties=species:S:1:pos:R:3:forces:R:3
O 2.18139 -0.73192 0.01571 0.7 -1.5 -0.3
O 2.41147 0.66955 -0.05934 -3.4 1.7 0.0
N 0.83339 -0.57798 0.08599 -0.4 2.1 -0.8
C -0.57298 1.18039 0.02699 0.6 -1.2 -0.2
C 0.70665 0.77617 -0.02267 4.7 -2.4 1.0
C -1.26281 -0.09740 0.01958 -0.1 1.4 -0.3
C -0.36056 -1.15773 -0.06574 -2.7 -1.4 0.4
H -2.34974 -0.00122 0.09553 0.5 -1.0 -0.2
H -0.66961 -2.21719 -0.16716 0.9 0.9 0.3
H -0.91721 2.15732 0.07110 -0.9 1.3 0.0
```
Forces are in eV/Å.

For the total energy, the calculation gives -9773.4025 eV. The frontier orbital gap is 9.26 eV. Its charge is 0. For the energy above the lowest of the compared OMol25 structures with the same formula, charge and spin, the calculation gives 191.0 kcal/mol. Its HOMO energy is -9.0 eV. Its SMILES is c1cc2oon2c1.

3.
A single C4H3NO2 molecule. Source: the Open Molecules 2025 dataset; level of theory: ωB97M-V/def2-TZVPD.

```
10
Properties=species:S:1:pos:R:3:forces:R:3
O 0.31609 1.23948 -0.12788 0.1 0.0 0.0
O -1.86061 1.89232 -0.21631 0.5 -0.4 0.1
N 2.17295 -0.26354 0.04300 -0.2 0.3 0.0
C 0.94734 0.02153 0.00455 0.3 -0.3 0.0
C -1.27745 -0.45834 0.04172 0.2 -0.1 0.0
C -1.06507 1.00800 -0.11371 -0.3 0.3 0.0
C -0.07477 -1.02503 0.10822 -0.2 0.1 0.0
H 2.82270 0.51190 -0.03432 -0.2 0.3 0.0
H 0.28759 -2.03623 0.21389 -0.4 -0.1 0.0
H -2.26876 -0.89007 0.08083 0.2 0.1 0.0
```
Forces are in eV/Å.

For the total energy, the calculation gives -9781.1624 eV. The frontier orbital gap is 10.15 eV. Its charge is 0. For the energy above the lowest of the compared OMol25 structures with the same formula, charge and spin, the calculation gives 12.1 kcal/mol. Its HOMO energy is -10.8 eV. Its SMILES is [H]/N=C1/C=CC(=O)O1.

4.
A single C4H3NO2 molecule. Source: the Open Molecules 2025 dataset; level of theory: ωB97M-V/def2-TZVPD.

```
10
Properties=species:S:1:pos:R:3:forces:R:3
O -0.32987 0.41737 0.91626 0.1 0.1 -0.2
O -2.55450 -1.05810 0.20801 0.3 0.1 -0.6
N 0.70964 -0.30718 -0.91313 -0.3 0.2 -0.1
C 0.95179 0.86207 0.96831 0.1 -0.1 -0.2
C -0.40163 -0.25629 -0.25762 0.0 -0.2 0.2
C -1.69163 -0.88432 -0.62106 -0.6 -0.2 0.3
C 1.59280 0.41279 -0.13852 0.1 0.2 0.0
H -1.82868 -1.18139 -1.69136 0.3 0.1 0.5
H 1.23723 1.49465 1.79774 -0.1 -0.2 -0.1
H 2.60006 0.58628 -0.47912 0.0 0.0 0.2
```
Forces are in eV/Å.

For the total energy, the calculation gives -9780.5847 eV. The frontier orbital gap is 9.80 eV. Its charge is 0. For the energy above the lowest of the compared OMol25 structures with the same formula, charge and spin, the calculation gives 25.4 kcal/mol. Its HOMO energy is -9.9 eV. Its SMILES is O=Cc1ncco1.

5.
A single C4H3NO2S molecule. Source: the Open Molecules 2025 dataset; level of theory: ωB97M-V/def2-TZVPD.

```
11
Properties=species:S:1:pos:R:3:forces:R:3
S 2.89033 -1.18671 -0.29191 -2.5 0.4 1.1
O -2.92996 -0.53043 -0.36024 -1.7 0.0 -0.6
O 0.27597 -1.21820 0.25648 1.6 -0.6 -0.1
N -0.92630 -0.60881 0.61238 -0.6 -2.3 3.3
C -1.76593 -0.54815 -0.53435 1.4 0.2 0.0
C 1.39835 -0.51014 0.16246 3.3 2.4 -2.1
C 1.41823 1.02254 0.06888 -1.2 -5.0 0.6
C 1.17450 2.16741 -0.11499 -0.1 1.1 0.7
H 0.93332 3.14126 0.17837 -0.1 1.1 -0.5
H -1.26541 -1.33223 1.57277 0.6 3.1 -4.1
H -1.20308 -0.39654 -1.54985 -0.7 -0.3 1.7
```
Forces are in eV/Å.

For the total energy, the calculation gives -20610.8735 eV. The frontier orbital gap is 8.23 eV. Its charge is 0. For the energy above the lowest of the compared OMol25 structures with the same formula, charge and spin, the calculation gives 142.5 kcal/mol. Its HOMO energy is -9.1 eV. Its SMILES is C#CC(=S)ONC=O.

6.
A single C4H3NO2S molecule. Source: the Open Molecules 2025 dataset; level of theory: ωB97M-V/def2-TZVPD.

```
11
Properties=species:S:1:pos:R:3:forces:R:3
S 0.20447 -1.60373 -0.00478 0.0 0.1 0.1
O 2.87882 -1.43903 -0.00197 0.2 -0.1 0.0
O 2.59226 1.41638 0.00096 -1.1 -0.9 0.0
N 0.30144 1.05782 -0.00839 -0.2 -0.1 0.1
C 1.64016 0.67137 -0.00383 1.5 1.1 0.1
C -1.96949 0.16622 -0.00120 0.6 -0.1 0.7
C -0.47724 0.04705 0.00334 -0.4 -0.3 -0.2
C 1.84153 -0.87113 0.00205 -0.3 0.0 -0.1
H -2.23378 1.20830 0.00040 -0.1 0.4 0.1
H -2.38395 -0.34369 0.87284 0.1 0.1 0.0
H -2.39421 -0.30955 -0.85941 -0.2 -0.4 -0.7
```
Forces are in eV/Å.

For the total energy, the calculation gives -20616.5361 eV. The frontier orbital gap is 8.84 eV. Its charge is 0. For the energy above the lowest of the compared OMol25 structures with the same formula, charge and spin, the calculation gives 12.0 kcal/mol. Its HOMO energy is -10.0 eV. Its SMILES is CC1=NC(=O)C(=O)S1.

7.
A single C4H3NO2S molecule. Source: the Open Molecules 2025 dataset; level of theory: ωB97M-V/def2-TZVPD.

```
11
Properties=species:S:1:pos:R:3:forces:R:3
S -2.04630 -1.15997 -0.11193 0.2 0.2 0.0
O -0.02984 2.09645 -0.54675 0.0 -0.2 0.1
O 0.52927 -0.43474 1.66333 0.0 0.1 0.0
N 1.73326 -1.70199 -1.28524 0.0 0.1 0.1
C 1.38274 -0.90887 -0.53247 -0.2 0.2 0.1
C -0.21911 0.95183 -0.22618 -0.5 0.1 -0.2
C 0.89623 0.12287 0.43028 0.3 -0.4 -0.2
C -1.58560 0.33120 -0.48930 0.1 0.0 0.0
H 1.72163 0.82070 0.60479 -0.2 -0.1 0.0
H -2.26350 1.01756 -1.00817 0.2 -0.1 0.1
H -0.11878 -1.13501 1.50162 0.0 0.0 0.0
```
Forces are in eV/Å.

For the total energy, the calculation gives -20614.9599 eV. The frontier orbital gap is 7.80 eV. Its charge is 0. For the energy above the lowest of the compared OMol25 structures with the same formula, charge and spin, the calculation gives 48.3 kcal/mol. Its HOMO energy is -9.9 eV. Its SMILES is N#C[C@H](O)C(=O)C=S.

8.
A molecular structure, C4H3NO3. Source: the Open Molecules 2025 dataset; level of theory: ωB97M-V/def2-TZVPD.

```
11
Properties=species:S:1:pos:R:3:forces:R:3
O -0.98643 -1.38966 0.07507 -1.7 0.3 0.4
O 1.30615 1.30068 -0.08802 0.5 -1.6 1.4
O 2.49860 -0.96523 -0.08829 1.6 4.2 2.9
N -0.02211 1.84032 0.09534 -0.6 -4.9 -2.6
C -1.84010 -0.13630 0.05194 -4.6 -0.9 -2.7
C -0.70259 0.69015 -0.27062 3.5 1.7 2.4
C 1.29249 -0.16371 0.08998 2.8 -0.2 -2.5
C 0.04612 -0.58181 -0.24405 0.9 4.0 0.6
H -2.53036 -0.23805 -0.95913 1.4 0.1 2.7
H -2.50815 0.14862 0.90880 1.0 -0.9 -0.5
H 3.44636 -0.50500 0.42897 -4.7 -1.7 -2.2
```
Forces are in eV/Å.

For the total energy, the calculation gives -11821.7728 eV. The frontier orbital gap is 9.23 eV. Its charge is 0. For the energy above the lowest of the compared OMol25 structures with the same formula, charge and spin, the calculation gives 179.0 kcal/mol. Its HOMO energy is -9.1 eV.

9.
A molecular structure, C4H3NO3. Source: the Open Molecules 2025 dataset; level of theory: ωB97M-V/def2-TZVPD.

```
11
Properties=species:S:1:pos:R:3:forces:R:3
O 0.18096 -0.15008 1.97600 0.1 0.2 -3.8
O -0.29747 2.04712 1.09300 0.6 0.2 3.2
O -0.16073 -1.72188 -1.01607 0.4 -0.9 -2.3
N 0.21668 -1.58745 1.25698 0.6 1.7 4.2
C -0.14955 -0.40587 -1.70163 2.1 0.9 1.6
C 0.20961 0.21755 -0.36810 0.7 -1.6 2.7
C 0.35347 -1.16158 0.10349 -2.4 1.4 -3.0
C 0.03845 0.77636 0.82635 -0.2 0.1 2.1
H -0.17409 2.26772 2.10338 -0.4 -0.9 -2.8
H -1.06867 -0.01224 -2.10700 -0.1 -0.6 -0.6
H 0.85133 -0.26965 -2.16640 -1.4 -0.5 -1.3
```
Forces are in eV/Å.

For the total energy, the calculation gives -11823.3027 eV. The frontier orbital gap is 9.82 eV. Its charge is 0. For the energy above the lowest of the compared OMol25 structures with the same formula, charge and spin, the calculation gives 143.7 kcal/mol. Its HOMO energy is -9.5 eV.

10.
A single C4H3NO3 molecule. Source: the Open Molecules 2025 dataset; level of theory: ωB97M-V/def2-TZVPD.

```
11
Properties=species:S:1:pos:R:3:forces:R:3
O -1.35795 1.67089 1.05962 -0.2 1.5 0.2
O 0.33175 0.68555 2.15018 1.1 3.0 5.3
O -0.66120 0.38543 -1.07175 2.7 -1.0 0.2
N 0.54293 -1.43943 -1.56124 1.2 0.5 -0.5
C 0.00514 -0.34182 -2.00464 -3.2 -1.7 -1.4
C -0.42150 0.95391 1.15267 -1.1 -4.0 -2.1
C -0.11411 -0.14696 0.12925 -1.5 1.1 -2.0
C 0.54891 -1.33361 -0.18645 0.7 3.6 1.7
H -0.34528 -0.20042 -3.07816 0.9 0.0 1.6
H 0.09518 1.39435 2.90329 0.8 -2.2 -2.0
H 1.37614 -1.62790 0.50724 -1.2 -0.9 -0.9
```
Forces are in eV/Å.

For the total energy, the calculation gives -11827.3097 eV. The frontier orbital gap is 10.01 eV. Its charge is 0. For the energy above the lowest of the compared OMol25 structures with the same formula, charge and spin, the calculation gives 51.3 kcal/mol. Its HOMO energy is -9.7 eV. Its SMILES is O=C(O)c1cnco1.